ORCA calculation (the ωB97M-V functional and the def2-TZVPD basis) on C20H27Cl3F3N2PdSi2 as an isolated structure in a non-equilibrium geometry.

Structure (XYZ):
```
58
Properties=species:S:1:pos:R:3:forces:R:3:lowdin_charge:R:1
C 2.761 3.337 2.128 -0.1 0.0 0.0 -0.10
Cl -4.094 4.176 -0.959 -0.1 -0.3 -0.1 0.05
H 1.683 -1.204 -0.659 0.0 -0.1 0.1 0.08
H 0.280 -2.242 -0.458 0.0 0.0 0.0 0.08
H 4.447 2.093 1.652 0.0 0.0 0.0 0.09
H -0.062 1.613 -1.843 0.0 0.0 0.1 0.04
C 1.503 -2.366 4.732 0.0 -0.1 0.1 -0.10
C 1.202 1.068 1.597 -0.2 -0.1 0.0 -0.26
Cl -2.936 3.701 2.012 0.0 -0.1 0.1 0.08
Pd -2.146 0.719 -0.647 -0.5 -0.1 0.9 0.51
H 0.120 -5.063 3.231 0.0 0.0 0.0 0.10
H 0.894 4.318 2.535 0.0 0.0 0.0 0.10
H 1.985 -2.072 5.657 0.0 0.0 0.0 0.10
H -3.721 1.479 -2.789 -0.1 0.0 0.0 0.01
C 0.569 0.737 -1.989 0.1 0.0 -0.2 -0.20
C 2.593 1.028 1.486 0.0 -0.1 0.0 -0.12
C 1.380 3.394 2.250 0.0 0.1 0.0 -0.09
H 3.363 4.216 2.323 0.0 0.0 0.0 0.09
Si -2.661 2.933 0.040 1.1 0.2 0.1 -0.53
C 1.684 -0.661 -3.741 -0.1 0.0 -0.1 -0.20
H -1.215 -0.835 -3.267 -0.1 0.0 0.0 0.09
C -1.656 -0.168 1.376 -0.7 0.9 -1.9 -0.23
C 0.698 -1.822 -3.507 0.0 0.1 0.1 -0.17
Si 0.158 -0.463 1.249 0.3 -0.2 -0.2 0.63
H -0.228 -3.404 1.456 0.0 0.0 0.0 0.09
C 0.598 -1.194 -0.469 -0.2 0.1 0.3 -0.23
H 2.546 -0.763 -3.074 0.0 0.0 0.0 0.10
H 1.213 -2.657 -3.027 0.0 0.0 0.0 0.10
F -3.613 -1.439 -2.226 -0.1 -0.2 -0.3 -0.03
H 2.068 -0.685 -4.763 0.1 0.0 0.0 0.10
C 3.369 2.147 1.747 0.0 0.0 0.0 -0.10
C 0.687 -1.778 2.521 -0.2 0.1 0.1 -0.23
H 1.697 1.505 -3.644 0.0 0.0 0.0 0.11
C 0.611 2.269 1.989 0.0 -0.1 0.0 -0.12
H 1.458 0.878 -1.366 0.0 0.0 0.0 0.11
H 1.210 -4.402 5.355 0.0 0.0 0.0 0.09
H -2.610 1.129 -3.942 0.1 -0.2 0.1 0.04
H 0.152 0.812 -4.113 0.0 0.0 0.0 0.10
H 3.079 0.100 1.198 0.0 0.0 0.0 0.10
H -1.991 0.532 2.139 0.1 0.0 0.1 -0.02
C -3.704 -0.652 -1.091 0.3 -0.4 0.4 -0.59
H 0.307 -2.193 -4.459 0.0 0.0 0.0 0.10
N -2.735 1.537 -3.024 0.0 0.1 0.8 0.05
C 1.073 -3.675 4.564 0.0 0.0 0.0 -0.11
F -4.094 -1.536 -0.119 -0.3 -0.2 0.0 -0.02
C -0.495 -1.370 -2.650 0.2 -0.1 0.0 -0.22
C 1.311 -1.433 3.723 0.0 0.1 -0.1 -0.09
N -0.131 -0.502 -1.535 0.4 0.4 -0.2 -0.25
H -2.283 -1.056 1.369 0.1 -0.1 0.1 -0.01
C 0.271 -3.104 2.373 0.0 0.0 -0.1 -0.10
H -0.467 2.330 2.084 0.0 0.0 0.0 0.04
Cl -0.896 4.083 -0.573 0.0 0.3 0.0 0.03
H 1.647 -0.412 3.870 0.0 0.0 0.0 0.10
H -1.013 -2.241 -2.247 -0.1 0.1 0.0 0.11
H -2.496 2.522 -3.066 0.0 0.0 0.0 0.01
C 0.460 -4.044 3.374 0.0 -0.1 0.0 -0.10
C 1.011 0.678 -3.451 0.1 -0.2 0.1 -0.19
F -4.844 0.101 -1.335 -0.2 -0.1 -0.1 -0.04
```
Positions in Å, forces in eV/Å.

Frontier orbital gap (spin up / spin down): 0.229 / 0.223 Eh
Energy above the lowest of the compared OMol25 structures with the same formula, charge and spin: 44.5 kcal per mole
Total charge: -1
LUMO (spin up / spin down): 2.49 / 2.54 eV
Electronic energy: -89119.8119 eV